Entry 1:
One molecule with the formula C6H9NO. Source: the OMol25 dataset; level of theory: the ωB97M-V functional and the def2-TZVPD basis.

Positions of all 17 atoms, in Å:
C: -1.68334 -0.08683 0.39622
C: -0.46363 0.90840 0.37495
C: 0.73706 1.39805 -0.26845
C: 1.81004 0.29901 0.22175
C: 1.03700 -0.89076 0.51281
C: -0.40454 -0.71568 0.01169
H: -2.66266 0.71588 -1.21209
H: -2.85829 -1.20008 -0.59252
H: -1.64582 -0.36912 1.62631
H: -0.33842 1.03451 1.44062
H: 0.88890 2.63034 -0.16985
H: 0.76858 1.04246 -1.38864
H: 2.80875 0.58773 0.68751
H: 1.63237 -1.71601 1.09272
H: 0.08017 -0.73293 -1.02133
N: -2.85869 -0.19376 -0.34725
O: 1.89271 -0.76371 -0.69073

## Properties
E_LUMO = 0.82 eV
Electronic energy = -363.71076 a.u.
Spin multiplicity = 1
SMILES = N[C@@H]1[C@@H]2C[C@@H]3O[C@@H]3[C@@H]12
Energy relative to the best compared isomer or geometry (same formula, charge and spin) = 196.7 kcal per mole

Entry 2:
A 2-piece molecular cluster, C4H4Cl2O2 overall. Source: the OMol25 dataset; level of theory: the ωB97M-V functional and the def2-TZVPD basis.

Positions of all 12 atoms, in Å:
C: -1.30405 -0.37130 0.32171
C: -0.25169 0.20643 0.19796
C: -2.60350 -0.91529 0.19612
C: 1.97539 0.35152 0.00562
O: 2.12930 1.20542 -0.98803
O: 2.20696 0.95855 1.15524
Cl: -3.86693 0.28641 -0.14624
Cl: 2.68442 -1.25000 -0.25820
H: -2.98063 -1.51097 1.07731
H: -2.40528 -1.59878 -0.70274
H: 2.20897 0.75587 -1.95360
H: 2.20704 1.88213 1.09486

## Properties
E_LUMO = -0.29 eV
Electronic energy = -1225.49561 a.u.
Spin multiplicity = 1
Energy relative to the best compared isomer or geometry (same formula, charge and spin) = 112.0 kcal per mole